DFT (ωB97M-V with the def2-TZVPD basis set) results for a gas-phase ion, C4H11ClNO (charge +1) in a non-equilibrium geometry.

Each line ends with the Löwdin charge.
Positions of all 18 atoms, in Å:
C: 2.17206 0.75367 0.56151  0.021
N: 0.71176 0.38446 0.66839  0.054
C: -0.05736 0.50508 -0.67456  -0.342
O: -0.18198 1.87929 -0.93011  -0.017
C: -1.46150 -0.20715 -0.56007  -0.627
C: -1.50070 -1.60060 -0.06638  -0.143
Cl: -2.55872 0.94614 0.33972  0.689
H: 1.99967 1.83439 0.15269  0.140
H: 2.74264 0.84272 1.51706  0.112
H: 2.70619 -0.03467 -0.04159  0.125
H: 0.67770 -0.62095 0.88753  0.164
H: 0.16778 0.87624 1.27721  0.117
H: 0.54105 -0.01178 -1.39102  0.156
H: -1.02438 2.28519 -0.66937  0.062
H: -1.78336 -0.21498 -1.74122  0.186
H: -2.14981 -2.39049 -0.61316  0.130
H: -0.57269 -2.12240 -0.18163  0.070
H: -2.00760 -1.70066 0.93682  0.102

Its charge is +1. The largest force on an atom is 4.95 eV/A. The value obtained for the LUMO energy is -3.18 eV. As for the spin multiplicity: 1.

DFT (ωB97M-V with the def2-TZVPD basis set) results for a single C4H7Br2OP molecule in a non-equilibrium geometry.

Each line ends with the Löwdin charge.
Positions of all 15 atoms, in Å:
O: -2.33374 0.45780 1.53861  -0.392
P: -1.25705 0.66539 0.57474  0.188
Br: -1.42199 2.56349 -0.44566  0.466
C: 0.50103 0.64388 1.10383  -0.306
C: 1.32932 0.25607 -0.14204  -0.285
C: 0.58827 -0.90560 -0.76106  -0.284
C: -0.97622 -0.64816 -0.66443  -0.813
Br: -1.93220 -2.29185 -0.23534  0.676
H: 0.48742 -0.25138 1.93680  0.162
H: 0.71152 1.58109 1.58464  0.065
H: 2.45491 0.17889 0.10466  0.138
H: 1.54399 1.03935 -0.85589  0.090
H: 0.81299 -1.16929 -1.85867  0.135
H: 0.91159 -1.83974 -0.25885  0.097
H: -1.41986 -0.27993 -1.62134  0.062

Its charge is 0. The largest force on an atom is 2.92 eV/A. The value obtained for the LUMO energy is 0.43 eV. As for the spin multiplicity: 1.

DFT (ωB97M-V with the def2-TZVPD basis set) results for 2 unconnected molecules or ions with the total composition C5H12Si in a non-equilibrium geometry.

Each line ends with the Löwdin charge.
Positions of all 18 atoms, in Å:
C: 0.49945 -0.60710 2.42595  -0.010
C: -0.17880 -0.04257 1.49707  -0.289
C: -2.30616 -0.62351 -0.32737  0.019
C: 0.65729 2.22796 -0.73679  -0.254
C: -0.28893 -0.61629 0.10514  -0.366
Si: 0.69060 0.25431 -1.16421  0.613
H: 0.57537 -0.19931 3.43671  0.073
H: 1.11451 -1.35174 2.16266  0.023
H: -0.66949 0.86960 1.78873  0.096
H: -2.82808 -1.00615 0.47584  -0.001
H: -2.72468 0.30397 -0.75270  0.030
H: -2.08323 -1.16965 -1.27068  0.025
H: -0.32431 2.62327 -1.11133  0.014
H: 0.63812 2.19744 0.38929  0.005
H: 1.54621 2.78680 -1.18761  0.028
H: -0.33220 -1.65446 0.03172  0.040
H: 2.18483 -0.07799 -0.86460  -0.025
H: 0.01369 -0.01820 -2.59881  -0.021

Its charge is 0. The largest force on an atom is 6.03 eV/A. The value obtained for the LUMO energy is 1.01 eV. As for the spin multiplicity: 1.

DFT (ωB97M-V with the def2-TZVPD basis set) results for 2 unconnected molecules or ions with the total composition C5H14NO in a non-equilibrium geometry.

Each line ends with the Löwdin charge.
Positions of all 21 atoms, in Å:
C: 2.25804 -2.39771 1.07273  -0.106
C: 1.98963 -1.52675 -0.15889  -0.227
C: 0.46055 -1.23832 -0.30679  -0.189
C: 0.16194 0.22994 -0.40406  -0.075
C: -0.51171 0.82404 0.58160  -0.071
N: -1.08552 2.16634 0.30348  0.195
H: 3.26794 -2.80383 1.01822  0.078
H: 1.59433 -3.25595 1.12542  0.077
H: 2.17285 -1.81056 1.97043  0.070
H: 2.33233 -2.01294 -1.06833  0.108
H: 2.46467 -0.56930 0.04790  0.101
H: 0.01745 -1.60624 0.62355  0.103
H: -0.05410 -1.74128 -1.12565  0.126
H: 0.79862 0.79923 -1.08153  0.135
H: -0.64641 0.35219 1.54169  0.131
H: -1.30282 2.73712 1.12447  0.175
H: -1.90176 2.03175 -0.30049  0.110
H: -0.39778 2.77984 -0.14752  0.175
H: -4.10470 2.93168 -1.11386  0.060
H: -3.96709 1.88612 -2.24893  0.065
O: -3.54649 2.22463 -1.45346  -0.043

Its charge is +1. The largest force on an atom is 1.63 eV/A. The value obtained for the LUMO energy is -3.36 eV. As for the spin multiplicity: 1.